Molecular formula: C3H3ClO
Method: DFT, wB97M-V/def2-TZVPD

Cartesian coordinates (Å):
C 1.90 0.49 -0.27
O -1.71 -1.31 -0.14
H -0.15 0.51 -1.34
H -2.11 -1.64 0.78
Cl -3.00 0.68 0.73
C 0.85 0.35 -0.91
H 2.93 0.50 -0.03
C -2.02 -0.13 -0.51

ΔE to the lowest compared entry with this formula, charge and spin   368.0 kJ/mol
LUMO energy   0.218 eV
Electronic energy   -17724.6335 eV
HOMO-LUMO gap   0.3721 Ha
M   90.51 Da
F_max   4.087 eV/Å

=====

Molecular formula: C5H10O2
Method: DFT, wB97M-V/def2-TZVPD

Cartesian coordinates (Å):
O -1.12 -1.08 -1.71
O 0.37 0.69 0.92
H 0.73 -1.37 -0.85
C -0.81 0.24 0.30
H 1.00 -1.11 1.74
H 0.07 0.58 -1.69
H 2.17 -0.33 -1.00
C -0.58 -0.15 -1.15
C 1.34 -0.35 1.01
H -2.14 1.70 1.20
H -1.23 -0.63 0.84
H 2.24 0.12 1.41
H 2.15 -1.94 -0.23
C 1.62 -1.01 -0.33
H -1.34 2.22 -0.31
H -2.66 1.04 -0.38
C -1.81 1.38 0.21

ΔE to the lowest compared entry with this formula, charge and spin   217.5 kJ/mol
LUMO energy   1.018 eV
Electronic energy   -9440.7889 eV
HOMO-LUMO gap   0.3902 Ha
M   102.13 Da
F_max   0.844 eV/Å

=====

Molecular formula: C3H8N4
Method: DFT, wB97M-V/def2-TZVPD

Cartesian coordinates (Å):
H 1.49 0.71 -3.50
H 0.09 -0.84 3.36
C -0.35 -0.36 1.47
C 0.70 0.94 -2.81
N 0.84 0.24 -1.63
H -1.49 1.29 0.93
H -0.28 0.76 -3.24
H -0.91 1.20 2.57
H 0.89 1.91 -2.43
N -0.94 0.77 1.72
H -0.42 -2.04 -0.11
N 0.05 -1.18 2.39
N 0.11 -0.29 -0.89
H 0.46 -2.16 2.09
C -0.24 -0.96 0.07

ΔE to the lowest compared entry with this formula, charge and spin   188.6 kJ/mol
LUMO energy   -10.096 eV
Electronic energy   -9180.2403 eV
HOMO-LUMO gap   0.3654 Ha
M   100.12 Da
Net charge   +2
F_max   5.432 eV/Å